Here is a single C3H5N3 molecule from the OMol25 dataset. Energies are from the ωB97M-V functional and the def2-TZVPD basis.

Summary:
- orbital gap (eV) = 9.24
- E_tot (Ha) = -281.530993
- ΔE to the lowest compared entry with this formula, charge and spin (kcal/mol) = 37.1

```
! RIJCOSX wB97M-V def2-TZVPD def2/J DEFGRID3
* xyz 0 1
N 2.00948 0.00204 -0.06200
C 0.65364 -0.27467 -0.27962
C -0.19642 0.76044 -0.52252
N -1.43105 0.51920 -0.01850
C -1.37032 -0.94620 0.48567
N -0.16392 -1.39557 0.41788
H 2.72249 -0.67247 -0.28262
H 2.19671 0.51494 0.79522
H 0.03840 1.65006 -1.10653
H -2.10714 1.25213 -0.29166
H -2.32930 -1.36842 0.82555
*
```